[1]
Here is a 3-piece molecular cluster, CH6IN4 overall from the Open Molecules 2025 dataset. Energies are from wB97M-V/def2-TZVPD.

## Properties
- HOMO-LUMO gap: 8.87 eV
- HOMO: -13.9 eV
- Energy relative to the best compared isomer or geometry (same formula, charge and spin): 335.8 kJ/mol

```
! RIJCOSX wB97M-V def2-TZVPD def2/J DEFGRID3
* xyz 1 1
C -0.8708 0.4073 0.7204
N -0.3876 -0.6926 0.8947
N 0.5387 -1.4302 0.8972
N 1.1150 -2.1084 -0.0632
N -0.0361 1.5645 0.7538
I -2.8766 0.4616 0.0540
H -0.0762 0.9756 -1.5569
H 0.8083 -1.9620 -0.9788
H 1.9485 -2.5649 0.3745
H -0.5594 1.5398 -2.1578
H 0.9225 1.3960 0.5900
H -0.5262 2.4134 0.4721
*
```

[2]
Here is an isolated molecule of C11H17N5O3 from the Open Molecules 2025 dataset. Energies are from wB97M-V/def2-TZVPD.

## Properties
- HOMO-LUMO gap: 9.40 eV
- Structure (SMILES): CNC(=O)CNC(=O)[C@@H](Cc1cnc[nH]1)NC(C)=O
- HOMO: -9.1 eV
- Energy relative to the best compared isomer or geometry (same formula, charge and spin): 231.8 kJ/mol

```
! RIJCOSX wB97M-V def2-TZVPD def2/J DEFGRID3
* xyz 0 1
O -0.0275 2.3510 0.6231
O 0.5576 -2.0870 4.7020
O 1.0594 -1.9623 0.3050
N -1.7983 2.2081 -4.3487
C 0.8765 2.2148 -0.2003
C 0.4343 -1.8477 3.5194
C 0.5646 -0.8459 0.4326
C -1.0517 1.2094 -4.8327
C -2.0557 1.9675 -2.9430
C -1.3811 0.8125 -2.6120
N -0.7746 0.4263 -3.7765
N -0.1474 -2.8004 2.8216
N 0.3287 -0.2632 1.5556
N 0.9051 1.2318 -1.0646
C 1.9796 3.2559 -0.2457
C -0.7044 -4.0562 3.4003
C 0.8331 -0.6045 2.8578
C -1.3081 0.0728 -1.2662
C 0.2079 -0.0743 -0.9234
H -0.6276 1.1205 -5.8076
H -2.7151 2.6716 -2.3153
H -0.1407 -0.3640 -3.9490
H -0.3493 -2.6796 1.8535
H -0.0353 0.6615 1.5564
H 1.4246 1.3618 -1.8492
H 1.9380 3.7831 -1.2505
H 2.0141 4.0877 0.5381
H 2.9559 2.8104 -0.0792
H -0.4442 -4.1193 4.5518
H -1.7151 -4.0683 3.2617
H -0.2732 -4.8734 2.8517
H 0.5513 0.2165 3.5755
H 1.9195 -0.6444 2.7475
H -1.9565 0.4126 -0.4835
H -1.6890 -0.8736 -1.4993
H 0.6443 -0.7117 -1.7071
*
```

Number 1: maximum force 5.57 eV/Å. Number 2: maximum force 4.77 eV/Å.